No. 1
# C4H12NO2

A 2-piece molecular cluster, C4H12NO2 overall (ωB97M-V/def2-TZVPD, OMol25).

Values from the calculation:
* charge: -1

XYZ file:
```
19
Properties=species:S:1:pos:R:3:nbo_charge:R:1
C 0.61 2.37 -0.04 -0.42
N 1.01 0.99 0.34 -0.68
C -1.15 0.32 1.33 -0.63
C -0.02 -0.12 0.41 -0.07
C -0.38 -0.57 -1.07 -0.06
O 0.69 -1.31 -1.59 -0.93
H -0.33 2.74 0.41 0.18
H 0.40 2.44 -1.11 0.17
H 1.43 2.99 0.23 0.18
H 1.55 0.50 -0.36 0.38
H -1.98 0.89 0.84 0.18
H -1.63 -0.56 1.82 0.20
H -0.82 0.92 2.22 0.20
H 0.43 -0.95 0.97 0.19
H -1.31 -1.13 -0.95 0.12
H -0.68 0.35 -1.57 0.11
H 0.53 -2.57 -0.93 0.49
H 1.25 -3.80 -0.32 0.43
O 0.37 -3.49 -0.62 -1.03
```

---

No. 2
# C4H12NO2

A 2-piece molecular cluster, C4H12NO2 overall (ωB97M-V/def2-TZVPD, OMol25).

Values from the calculation:
* charge: -1

XYZ file:
```
19
Properties=species:S:1:pos:R:3:nbo_charge:R:1
C 0.53 0.59 0.16 -0.23
N -0.20 -0.28 -0.74 -0.70
C -1.66 -0.29 -0.45 0.14
O -2.01 -0.76 0.76 -0.95
C 1.13 1.80 -0.55 -0.40
C 2.29 1.40 -1.45 -0.61
H 1.34 0.06 0.67 0.18
H -0.13 0.88 0.98 0.20
H 0.14 -1.23 -0.65 0.35
H -2.10 -0.85 -1.32 0.08
H -1.97 0.78 -0.60 0.07
H 0.36 2.29 -1.15 0.19
H 1.47 2.53 0.20 0.17
H 2.98 0.77 -0.90 0.19
H 2.77 2.28 -1.89 0.18
H 1.88 0.82 -2.28 0.21
H -0.92 -1.77 1.37 0.51
H -0.60 -2.18 2.82 0.44
O -0.20 -2.21 1.94 -1.04
```

---

No. 3
# C4H12NO2

A 2-piece molecular cluster, C4H12NO2 overall (ωB97M-V/def2-TZVPD, OMol25).

Values from the calculation:
* charge: -1

XYZ file:
```
19
Properties=species:S:1:pos:R:3:nbo_charge:R:1
C 0.52 -0.79 -1.79 -0.66
C 0.61 0.69 -1.26 -0.20
N 1.12 0.83 0.10 -0.70
C 0.28 0.73 1.34 -0.25
C 0.34 -0.71 1.85 -0.04
O 1.53 -1.32 1.64 -0.94
H -0.40 -0.97 -2.36 0.19
H 0.48 -1.38 -0.86 0.25
H 1.42 -1.04 -2.36 0.19
H 1.26 1.34 -1.89 0.17
H -0.43 1.05 -1.28 0.15
H 1.68 -0.05 0.28 0.40
H -0.71 1.15 1.19 0.15
H 0.77 1.48 2.00 0.16
H 0.12 -0.68 2.93 0.11
H -0.55 -1.16 1.29 0.04
H -1.97 0.56 -0.27 0.48
H -3.15 -0.33 -0.20 0.46
O -2.93 0.60 -0.35 -0.95
```

---

No. 4
# C4H12NO2

A 2-piece molecular cluster, C4H12NO2 overall (ωB97M-V/def2-TZVPD, OMol25).

Values from the calculation:
* charge: -1

XYZ file:
```
19
Properties=species:S:1:pos:R:3:nbo_charge:R:1
N -0.10 2.49 0.28 -0.92
C 0.63 1.78 1.41 0.14
O 0.32 0.48 1.47 -0.95
H 0.10 3.49 0.30 0.32
H -1.09 2.40 0.49 0.34
H 1.70 1.92 1.12 0.07
H 0.39 2.31 2.36 0.06
C 0.46 -0.63 -1.18 -0.07
O 0.25 0.56 -1.95 -0.79
C -0.79 -1.30 -0.67 -0.44
C -0.41 -2.53 0.16 -0.61
H 0.99 -1.30 -1.88 0.12
H 1.11 -0.38 -0.34 0.22
H 0.14 1.30 -1.30 0.50
H -1.23 -0.59 0.03 0.24
H -1.52 -1.49 -1.46 0.17
H 0.17 -2.22 1.03 0.23
H -1.32 -3.02 0.53 0.19
H 0.19 -3.26 -0.39 0.17
```

---

No. 5
# C4H12NO2

C4H12NO2 as an isolated structure (ωB97M-V/def2-TZVPD, OMol25).

Values from the calculation:
* charge: -1

XYZ file:
```
19
Properties=species:S:1:pos:R:3:nbo_charge:R:1
C 0.72 -1.06 -1.61 -0.46
N 0.11 0.25 -1.19 -0.68
C 2.12 0.82 -0.08 -0.64
C 0.71 0.73 0.17 -0.10
C 0.17 -0.15 1.39 -0.04
O -1.15 0.06 1.67 -0.86
H 1.66 -0.68 -1.99 0.19
H 0.85 -1.69 -0.74 0.16
H -0.07 -1.57 -2.23 0.20
H -0.89 0.08 -0.89 0.42
H 2.66 1.30 0.73 0.19
H 2.33 1.55 -0.89 0.21
H 2.50 -0.21 -0.08 0.20
H 0.18 1.70 0.37 0.19
H 0.91 0.32 2.16 0.11
H 0.32 -1.24 1.16 0.12
H -1.86 -0.18 0.73 0.48
H -3.16 -0.95 -0.05 0.44
O -2.42 -0.34 -0.32 -1.14
```

---

No. 6
# C4H12NO2

A 3-piece molecular cluster, C4H12NO2 overall (ωB97M-V/def2-TZVPD, OMol25).

Values from the calculation:
* charge: +1

XYZ file:
```
19
Properties=species:S:1:pos:R:3:nbo_charge:R:1
C 1.25 -1.27 1.77 -0.67
C 0.09 -0.48 1.26 0.12
C -1.16 -0.78 1.61 -0.31
C 1.35 1.01 -0.07 0.10
N 0.21 0.49 0.20 -0.43
H 1.13 -2.34 1.69 0.27
H 2.19 -0.93 1.32 0.22
H 1.48 -0.95 2.79 0.26
H -2.03 -0.25 1.23 0.21
H -1.30 -1.54 2.36 0.23
H 1.62 1.18 -1.10 0.25
H 2.12 0.83 0.68 0.20
H -0.73 0.88 -0.12 0.47
H 1.19 -0.71 -3.68 0.49
H -0.09 -0.12 -3.08 0.47
O 0.77 -0.48 -2.85 -0.96
H -2.17 1.92 -1.43 0.51
H -2.89 0.68 -0.79 0.51
O -2.15 1.30 -0.69 -0.95
```

---

No. 7
# C4H12NO2

An isolated ion of composition C4H12NO2 and charge +1 (ωB97M-V/def2-TZVPD, OMol25).

Values from the calculation:
* charge: +1

XYZ file:
```
19
Properties=species:S:1:pos:R:3:nbo_charge:R:1
C -1.00 0.97 -2.13 -0.28
O 0.31 0.74 -1.57 -0.53
C 0.41 0.82 -0.16 0.55
O 1.66 1.16 0.19 -0.65
N -0.12 -0.57 0.53 -0.40
C -0.67 -0.26 1.81 -0.46
C 1.02 -1.54 0.44 -0.42
H -1.66 0.05 -2.26 0.19
H -0.80 1.52 -3.03 0.24
H -1.48 1.71 -1.43 0.18
H -0.28 1.57 0.32 0.18
H 2.28 0.56 -0.27 0.50
H -0.82 -0.69 -0.18 0.44
H -0.51 -1.05 2.46 0.24
H -0.17 0.69 2.19 0.24
H -1.81 -0.09 1.89 0.26
H 1.83 -1.25 0.92 0.22
H 0.63 -2.54 0.89 0.25
H 1.18 -1.81 -0.61 0.25
```

---

No. 8
# C4H12NO2

A 2-piece molecular cluster, C4H12NO2 overall (ωB97M-V/def2-TZVPD, OMol25).

Values from the calculation:
* charge: +1

XYZ file:
```
19
Properties=species:S:1:pos:R:3:nbo_charge:R:1
C 0.43 0.62 -0.10 -0.23
C -0.60 -0.40 -0.53 -0.43
C -0.71 -1.70 0.26 -0.53
C -1.43 -1.55 1.57 0.48
O -1.64 -0.46 2.08 -0.57
N -0.06 1.38 1.10 -0.70
H 1.33 0.12 0.24 0.22
H 0.70 1.31 -0.89 0.27
H -1.58 0.09 -0.56 0.22
H -0.42 -0.65 -1.57 0.25
H -1.27 -2.42 -0.35 0.26
H 0.24 -2.17 0.42 0.26
H -1.75 -2.43 2.14 0.17
H -0.80 0.82 1.59 0.46
H -0.66 2.18 0.82 0.43
H 0.64 1.67 1.76 0.44
H 3.09 1.74 -2.55 0.49
H 2.19 0.63 -3.08 0.48
O 2.31 1.22 -2.34 -0.97
```

---

no.,frontier orbital gap (eV),E_HOMO (eV)
1,7.3,-3.3
2,7.2,-3.2
3,6.6,-2.8
4,7.2,-2.8
5,7.7,-3.6
6,9.0,-13.9
7,12.4,-15.4
8,11.6,-14.6